{"formula": "C7H17NOSi", "method": "ωB97M-V/def2-TZVPD", "de_lowest_kj_mol": 255.0, "smiles": "C=C[Si@H](OC)N(CC)CC", "homo_lumo_gap_ev": 9.0, "homo_energy_ev": -8.0, "species": ["Si", "O", "N", "C", "C", "C", "C", "C", "C", "C", "H", "H", "H", "H", "H", "H", "H", "H", "H", "H", "H", "H", "H", "H", "H", "H", "H"], "positions_angstrom": [[-1.3718, 0.1308, 0.0960], [-2.0386, 0.2665, -1.4515], [0.6942, 0.4837, 0.1318], [2.5070, 1.4949, -1.2029], [-2.7775, -2.2005, 0.9151], [0.5830, -0.3083, 2.5593], [-1.5305, -1.7497, 0.6409], [1.1756, 0.6047, 1.4910], [1.0713, 1.6683, -0.6281], [-1.9354, -0.6363, -2.6012], [2.2677, 0.2934, 1.4452], [2.4220, 0.7617, -1.9974], [-2.0098, 1.2697, 0.7132], [-3.0223, -3.3369, 0.9077], [-0.9367, -0.7828, -2.6858], [1.1594, 1.6413, 1.7620], [0.6064, -1.2518, 2.2124], [0.9055, 2.5059, 0.0684], [-2.5700, -1.4592, -2.4849], [-0.3027, -0.1134, 3.1468], [-2.5090, -0.1832, -3.4121], [-3.7071, -1.6346, 1.0100], [3.3091, 1.2505, -0.4012], [2.7594, 2.4285, -1.6555], [-0.8138, -2.5060, 0.4202], [1.2139, -0.3022, 3.4951], [0.4371, 1.7183, -1.4863]], "atomic_forces_ev_per_a": [[3.481, -1.280, -1.606], [0.317, -0.353, 0.680], [-4.508, -1.269, -0.211], [0.021, 0.179, 1.868], [0.143, -2.046, -0.626], [1.288, 2.688, 2.686], [-2.672, 1.718, -0.209], [1.527, -1.028, 0.063], [0.802, -1.194, 0.693], [-2.933, 2.696, 1.500], [-0.900, 0.545, 0.269], [0.396, -0.370, 0.158], [-0.405, 0.096, 0.690], [0.711, 1.907, 0.263], [2.773, -1.019, -1.273], [-0.025, 0.827, 0.664], [-0.229, -3.426, -1.024], [0.426, 0.507, -0.729], [-0.241, -2.001, 0.958], [-1.212, 0.498, -1.058], [1.003, 0.729, -0.334], [0.551, 0.387, 0.132], [-1.429, 0.194, -1.465], [0.540, 0.715, -0.397], [0.858, -0.152, 0.033], [0.380, -0.009, -1.191], [-0.664, 0.461, -0.533]]}